{
  "formula": "C31H44BCdN9O4SSb",
  "method": "the ωB97M-V functional and the def2-TZVPD basis",
  "e_above_lowest_ev": 1.174,
  "orbital_gap_ha": [0.31272, 0.21136],
  "multiplicity": 2,
  "total_charge": 0,
  "elements": ["Cd", "C", "C", "C", "C", "N", "N", "B", "N", "C", "C", "C", "C", "N", "N", "C", "C", "C", "C", "N", "N", "C", "C", "C", "C", "N", "H", "H", "H", "H", "H", "H", "H", "H", "H", "H", "H", "H", "H", "H", "H", "H", "H", "H", "H", "H", "C", "C", "C", "C", "C", "C", "C", "S", "O", "O", "N", "C", "C", "O", "O", "H", "H", "H", "H", "H", "H", "H", "H", "H", "C", "C", "Sb", "C", "C", "C", "C", "H", "H", "H", "H", "H", "H", "H", "H", "H", "H", "H", "H", "H", "H", "H"],
  "coordinates": [[0.16547, 0.11754, -0.02566], [-2.97949, -0.84645, -2.19747], [-1.79615, -1.71384, -1.93694], [-1.39848, -2.83783, -2.67257], [-0.32955, -3.37097, -1.98326], [-0.11212, -2.61480, -0.90229], [-0.98609, -1.56486, -0.88357], [0.77942, -2.85987, 0.34373], [-0.07904, -2.42551, 1.57273], [-0.96243, -3.23777, 2.18517], [-1.43304, -2.59136, 3.30268], [-0.77765, -1.34965, 3.29920], [-0.78946, -0.33184, 4.39410], [0.02794, -1.25077, 2.24416], [2.08382, -2.04128, 0.25114], [3.30378, -2.43818, -0.14743], [4.12897, -1.33527, -0.18866], [3.31499, -0.25715, 0.18410], [3.63791, 1.19432, 0.27642], [2.09043, -0.70282, 0.45029], [1.12340, -4.33731, 0.50897], [2.05856, -4.85677, 1.34339], [1.82454, -6.20226, 1.45650], [0.68613, -6.43471, 0.65337], [-0.05248, -7.71361, 0.43403], [0.26980, -5.30765, 0.10294], [-3.52556, -1.21675, -3.06334], [-2.65411, 0.17253, -2.38520], [-3.64574, -0.84019, -1.33258], [-1.86790, -3.22375, -3.56143], [0.24686, -4.25916, -2.16694], [-1.18973, -4.21586, 1.79439], [-2.14918, -2.95328, 4.02162], [-0.59307, -0.83293, 5.34197], [-1.75660, 0.17176, 4.48199], [-0.00567, 0.40328, 4.21855], [3.51066, -3.46711, -0.38941], [5.17310, -1.30850, -0.44821], [4.70465, 1.34472, 0.43054], [3.08118, 1.64983, 1.09526], [3.34011, 1.70092, -0.64326], [2.80971, -4.23160, 1.79808], [2.38742, -6.92217, 2.02691], [0.63169, -8.53085, 0.20575], [-0.75940, -7.59849, -0.38544], [-0.61025, -7.98508, 1.33244], [1.43304, 1.08108, -8.49293], [1.25043, 1.21156, -7.00446], [1.74995, 2.31021, -6.31525], [1.60084, 2.41628, -4.93914], [0.94283, 1.41397, -4.25180], [0.42707, 0.31104, -4.91854], [0.58117, 0.21741, -6.28942], [0.76638, 1.50213, -2.48469], [1.20629, 0.16944, -2.03739], [1.56468, 2.61001, -1.99775], [-0.76635, 1.62497, -2.18102], [-1.27346, 2.79865, -1.53254], [-1.50998, 2.51575, -0.02201], [-2.61579, 2.74515, 0.47918], [-0.49611, 2.09436, 0.63776], [1.96930, 1.93777, -8.89773], [0.46717, 1.00704, -8.99544], [1.99583, 0.17685, -8.73081], [2.26707, 3.09084, -6.86067], [1.99588, 3.26094, -4.38938], [-0.07925, -0.45952, -4.34881], [0.18811, -0.64139, -6.82157], [-2.23754, 3.09539, -1.94653], [-0.56940, 3.64204, -1.55730], [-4.37292, 2.42599, 4.40909], [-2.98386, 2.98133, 4.69568], [-1.63604, 2.76374, 2.94764], [0.29043, 2.90052, 3.99298], [1.45003, 2.49293, 3.09243], [-1.72126, 4.81284, 2.22315], [-1.35572, 5.89767, 3.22758], [-5.00462, 2.47513, 5.29842], [-4.32398, 1.38343, 4.09194], [-4.86732, 2.98963, 3.61678], [-2.50209, 2.45253, 5.51882], [-3.01083, 4.04542, 4.92853], [0.21692, 2.26270, 4.87388], [0.37416, 3.93523, 4.32484], [1.31565, 1.47782, 2.71250], [2.39558, 2.52997, 3.63735], [1.52654, 3.15550, 2.22891], [-2.73445, 4.94183, 1.84547], [-1.04828, 4.83467, 1.36502], [-1.97461, 5.85102, 4.12469], [-1.50822, 6.87960, 2.77653], [-0.31060, 5.83189, 3.52928]],
  "atomic_forces_ev_per_a": [[-0.7897, 0.3154, 0.3424], [0.1625, 0.1266, 0.1422], [0.2326, -0.1830, 0.0139], [-0.0414, 0.0314, -0.0081], [-0.1175, 0.0637, -0.0321], [0.0585, -0.0858, -0.1126], [-0.5041, -0.5806, -0.0604], [-0.2329, 0.0455, 0.0130], [0.1455, -0.1428, 0.2164], [-0.0049, 0.0656, 0.0166], [-0.1159, 0.1021, -0.0259], [0.0168, -0.3022, 0.0496], [-0.0143, -0.0320, -0.2706], [-0.1166, 0.1091, 0.0978], [0.1387, -0.1996, 0.1148], [0.1228, 0.0766, -0.1012], [-0.0127, 0.0312, 0.0355], [-0.0290, -0.1706, 0.0954], [-0.1034, -0.0531, -0.1301], [0.9078, -0.1976, 0.1260], [0.1226, 0.0214, -0.0683], [-0.0396, 0.0075, 0.0314], [0.0305, -0.0337, -0.0003], [0.0285, 0.1238, 0.0629], [0.0108, 0.0508, 0.0329], [-0.1123, -0.1362, -0.0975], [-0.0130, 0.0091, 0.0230], [0.0088, 0.1592, -0.0719], [-0.0014, -0.0245, -0.0383], [0.0230, -0.0151, 0.0008], [0.0030, -0.0138, 0.0447], [0.0739, -0.0150, -0.0445], [0.0520, -0.0440, 0.0084], [0.0166, 0.0860, 0.0679], [0.0070, -0.0045, 0.0168], [-0.0767, -0.1356, 0.0451], [-0.0428, 0.0130, 0.0526], [-0.0084, -0.0021, -0.0163], [-0.0012, 0.0122, 0.0480], [0.0912, 0.0258, 0.0030], [0.0145, 0.0344, -0.0089], [-0.0292, -0.0252, 0.0226], [0.0092, 0.0248, 0.0022], [-0.0170, -0.0117, -0.0195], [0.0071, -0.0142, -0.0065], [-0.0038, -0.0537, -0.0222], [-0.0477, -0.0306, 0.0929], [0.0406, 0.0729, -0.0271], [-0.0430, -0.0503, -0.0742], [-0.0237, 0.0277, 0.1162], [0.1559, 0.0550, 0.2373], [-0.0482, -0.0448, -0.0128], [0.0021, 0.0225, 0.0453], [-0.7940, 0.4447, -0.5819], [0.2915, 0.1076, -0.4826], [0.1757, 0.1267, -0.1160], [0.6105, -0.5242, 0.2140], [-0.0626, -0.0366, 0.5883], [-0.2815, 0.4562, -1.2490], [0.1082, -0.0589, 0.5150], [-0.0706, 0.0183, 0.8825], [-0.0027, -0.0103, -0.0370], [0.0164, 0.0168, -0.0333], [0.0133, 0.0177, -0.0375], [0.0107, -0.0050, 0.0067], [0.0215, -0.0145, -0.0339], [0.0161, -0.0369, -0.0674], [-0.0114, -0.0160, 0.0310], [0.0628, 0.0373, -0.0704], [-0.1014, 0.0455, -0.0455], [0.0157, 0.0413, 0.0215], [-0.0512, -0.3366, -0.3890], [0.2669, 1.1792, 0.2964], [-0.2052, -0.2680, -0.3761], [-0.0571, 0.0716, 0.0300], [0.0598, -0.3644, 0.0941], [-0.0053, -0.1521, -0.0178], [-0.0056, 0.0132, -0.0166], [-0.0395, -0.0054, 0.0172], [-0.0170, -0.0293, -0.0033], [0.0888, 0.0011, -0.0544], [0.0865, 0.0279, -0.0506], [-0.0540, 0.1027, -0.0130], [-0.0782, 0.0187, -0.0182], [0.0620, -0.0268, 0.0168], [0.0091, 0.0006, -0.0127], [0.0201, -0.0289, -0.0025], [0.0123, -0.0461, -0.0278], [-0.0415, 0.0083, -0.0280], [0.0253, 0.0374, 0.0263], [0.0210, 0.0204, 0.0302], [-0.0070, 0.0559, 0.0264]]
}

{
  "formula": "C31H44BN8O",
  "method": "the ωB97M-V functional and the def2-TZVPD basis",
  "orbital_gap_ha": 0.22709,
  "total_charge": -1,
  "elements": ["N", "B", "C", "C", "C", "O", "H", "H", "H", "H", "H", "H", "H", "H", "H", "N", "C", "C", "C", "C", "H", "H", "H", "H", "H", "N", "C", "C", "C", "C", "H", "H", "H", "H", "H", "N", "C", "C", "C", "C", "H", "H", "H", "H", "H", "N", "C", "C", "C", "C", "H", "H", "H", "H", "H", "N", "C", "C", "C", "C", "H", "H", "H", "H", "H", "N", "C", "C", "C", "C", "H", "H", "H", "H", "H", "N", "C", "C", "C", "C", "H", "H", "H", "H", "H"],
  "coordinates": [[4.62408, -0.94128, -0.04041], [4.29756, -2.45893, -0.07592], [2.77699, -2.83436, 0.42490], [1.76238, -1.92747, -0.38550], [1.59398, -0.46067, 0.19600], [0.54895, -1.56785, 0.30822], [4.96459, -0.64246, 0.86744], [5.30355, -0.69696, -0.75387], [4.49786, -2.94498, -1.18329], [5.06941, -3.06058, 0.67250], [2.46526, -3.84615, 0.09599], [2.55534, -2.60932, 1.48259], [1.74267, -2.04394, -1.48791], [2.18792, -0.30346, 1.08886], [1.65287, 0.02652, -0.77974], [-1.79709, 0.86725, 0.06378], [-3.11409, 0.58290, 0.27911], [-3.85790, 1.64772, -0.16466], [-2.95021, 2.61118, -0.67301], [-1.68674, 2.09702, -0.51923], [-1.01782, 0.26327, 0.29151], [-3.40917, -0.35035, 0.72980], [-4.93349, 1.72573, -0.12876], [-3.19496, 3.56917, -1.10207], [-0.72069, 2.49894, -0.77282], [-2.51171, 2.24327, 4.32152], [-3.48427, 2.33503, 5.28356], [-4.70030, 2.26114, 4.65896], [-4.45164, 2.11422, 3.26739], [-3.09373, 2.10359, 3.09208], [-1.52220, 2.27267, 4.49150], [-3.22648, 2.44538, 6.32421], [-5.66180, 2.30593, 5.14453], [-5.18636, 2.02554, 2.48442], [-2.49270, 2.01091, 2.20417], [0.71557, 4.66191, -2.16300], [1.30621, 4.86636, -3.38010], [0.33648, 5.28156, -4.25403], [-0.88694, 5.33424, -3.53437], [-0.61971, 4.94905, -2.24761], [1.18987, 4.34894, -1.33483], [2.36099, 4.69761, -3.51819], [0.48722, 5.52140, -5.29398], [-1.85234, 5.62205, -3.91776], [-1.26103, 4.85329, -1.38782], [7.50275, -3.46506, -3.90239], [6.57372, -2.54718, -3.49492], [5.56115, -2.53582, -4.41635], [5.88935, -3.48875, -5.41813], [7.09180, -4.04786, -5.07173], [8.35431, -3.67898, -3.41702], [6.71313, -1.98441, -2.58741], [4.68143, -1.91483, -4.37566], [5.30817, -3.73620, -6.29216], [7.68819, -4.80521, -5.55312], [0.82320, 2.80163, 5.90287], [1.78080, 2.44455, 6.81383], [2.96744, 2.30640, 6.14451], [2.71972, 2.59608, 4.77671], [1.39076, 2.90051, 4.65867], [-0.14395, 2.96625, 6.11470], [1.53437, 2.31897, 7.85486], [3.91030, 2.02882, 6.58640], [3.43608, 2.58250, 3.97180], [0.79961, 3.17695, 3.80054], [1.96190, -4.73748, -2.93880], [1.96282, -5.09858, -4.25653], [0.65699, -5.22544, -4.66116], [-0.16278, -4.92154, -3.54092], [0.67440, -4.62318, -2.49730], [2.78504, -4.57734, -2.37689], [2.88862, -5.23466, -4.79089], [0.32756, -5.50255, -5.64994], [-1.24031, -4.92050, -3.50568], [0.46735, -4.33978, -1.47828], [-6.85812, -0.40204, 1.60617], [-7.41617, -1.64842, 1.53974], [-8.77187, -1.49891, 1.40836], [-9.04259, -0.10596, 1.38964], [-7.84240, 0.54418, 1.51109], [-5.87600, -0.20979, 1.70949], [-6.80207, -2.53179, 1.59259], [-9.48943, -2.29970, 1.33283], [-10.00759, 0.36546, 1.29718], [-7.60408, 1.59464, 1.53912]],
  "atomic_forces_ev_per_a": [[-0.3550, 0.2344, -0.3453], [0.4030, -0.5890, 0.6108], [-1.7655, 1.3252, -2.1026], [1.2461, 0.9357, 3.2176], [-0.0761, -4.3621, -2.0006], [0.8433, 1.5926, -1.0959], [0.1991, -0.0104, -0.2542], [0.0167, 0.0870, 0.3534], [-0.1505, 0.1484, -0.4044], [0.1737, -0.3027, 0.1692], [0.4225, -0.0639, 0.8220], [0.0640, -0.4663, -0.2550], [-0.3514, 0.1499, 0.7015], [-0.2292, 0.3135, -0.3323], [-0.6813, 1.1678, 0.8863], [0.0537, -0.0229, 0.0724], [0.0019, -0.1111, -0.1413], [-0.0870, -0.1273, 0.0048], [0.0572, 0.0953, 0.0238], [0.0587, -0.0030, 0.1305], [0.0059, -0.1682, -0.1513], [0.0303, 0.0032, -0.0273], [0.0167, -0.0108, -0.0494], [-0.0174, -0.0439, -0.0223], [-0.0289, -0.0471, -0.0664], [-0.1433, 0.0307, 0.0606], [0.0859, 0.0571, 0.0706], [-0.0176, 0.0060, 0.0852], [-0.0100, -0.0569, 0.0348], [0.1850, 0.0788, -0.0114], [-0.0534, -0.1489, -0.1182], [-0.0461, -0.0165, -0.0111], [0.0235, -0.0144, -0.0059], [0.0383, 0.0524, -0.0057], [-0.0418, 0.0493, 0.0012], [-0.0396, 0.0796, -0.0430], [0.0559, -0.0371, 0.0137], [0.0766, 0.0193, -0.0125], [-0.0441, 0.0295, 0.0509], [0.0084, 0.0118, 0.0578], [-0.0063, 0.0010, -0.0468], [-0.0336, -0.0216, -0.0232], [0.0025, -0.0165, 0.0224], [0.0167, -0.0203, 0.0137], [0.0044, 0.0034, -0.0298], [-0.0662, 0.0252, -0.0687], [0.0756, 0.0890, -0.0180], [0.0177, 0.0663, 0.0060], [0.0366, -0.0427, -0.0271], [0.0804, -0.0570, -0.0325], [-0.0754, -0.0127, 0.0257], [-0.1134, -0.0778, 0.0329], [-0.0009, -0.0511, 0.0562], [0.0098, -0.0024, 0.0214], [-0.0338, 0.0101, -0.0014], [0.0505, 0.0148, -0.0483], [-0.0381, -0.0428, 0.0645], [-0.0266, 0.0301, 0.0840], [-0.0123, 0.0416, -0.0755], [-0.1009, -0.0013, -0.0282], [0.0787, 0.0756, 0.0805], [0.0225, -0.0202, -0.0241], [-0.0235, -0.0012, -0.0135], [-0.0300, -0.0277, 0.0096], [0.0534, -0.0065, -0.0117], [-0.0195, -0.0228, -0.0217], [0.0290, -0.0373, 0.0245], [0.0675, -0.0037, -0.0522], [0.0004, -0.0136, -0.0059], [0.0679, -0.0210, 0.1599], [-0.0291, 0.1616, -0.0116], [-0.0188, 0.0204, 0.0081], [0.0154, 0.0161, 0.0140], [0.0252, 0.0169, 0.0066], [-0.0168, 0.0194, -0.0323], [-0.1026, 0.0032, -0.0530], [0.0919, -0.0111, 0.0373], [0.0195, -0.0896, -0.0052], [-0.0175, 0.0991, -0.0038], [0.1224, 0.0181, 0.0382], [-0.0395, 0.0226, 0.0225], [-0.0313, 0.0091, -0.0021], [0.0231, 0.0134, -0.0034], [0.0267, -0.0030, -0.0031], [-0.0298, -0.0182, 0.0039]]
}

Record order is preserved below.
F_max: 1.36, 4.80 eV/A
Record order is preserved below.
E_tot: -77076.959, -47502.945 eV